1.
Entry from the OMol25 dataset: the molecule C5H7N at a distorted geometry (ωB97M-V/def2-TZVPD).

```
13
Properties=species:S:1:pos:R:3:forces:R:3
C -0.35121 0.59334 1.18545 0.0315 0.0547 0.1626
C -1.02415 -0.27736 0.17464 0.0551 -0.2133 0.1104
C -0.27165 0.95469 -0.27289 -0.0483 0.2117 -0.1472
C 0.71184 0.07817 -1.09227 0.3408 0.3528 -0.2203
N 1.49173 -0.78090 -0.28783 0.2023 0.5138 0.4849
C 0.01648 -1.14237 -0.63425 1.0411 -0.0989 0.8656
H -1.01358 1.23334 1.76005 0.0315 -0.0734 -0.0959
H 0.49604 0.24351 1.77137 -0.1226 0.1502 -0.0888
H -2.10633 -0.40527 0.18250 0.4237 -0.2134 -0.1639
H -0.64146 1.90268 -0.64382 -0.1485 -0.2126 0.0461
H 1.06184 0.34406 -2.08224 0.0185 0.0825 0.0444
H 1.57245 -0.56953 0.69308 0.2398 0.6344 0.0771
H 0.43653 -2.12981 -0.68341 -2.0650 -1.1885 -1.0750
```
Forces are in eV/Å.

Output
- SMILES string: C1[C@@H]2[C@H]1[C@@H]1N[C@H]21
- HOMO: -0.3339 Eh
- Lowest unoccupied orbital energy: 0.0428 Ha

***

2.
Entry from the OMol25 dataset: a structure of composition C6H19O7Tl2 at a distorted geometry (ωB97M-V/def2-TZVPD).

```
34
Properties=species:S:1:pos:R:3:forces:R:3
Tl -0.53117 -1.62631 3.94487 0.3134 -0.1491 0.3712
Tl -4.21403 1.33832 2.99428 0.4973 -0.0571 -0.5149
O -1.51844 0.57854 2.35403 -1.3005 -0.0679 0.3921
H -1.38226 0.76187 1.41021 0.1633 0.0864 0.0295
C 2.19359 -0.39798 -3.15303 -4.9401 0.2654 0.9829
C 3.78721 0.03050 -3.15176 5.2991 1.1616 -1.0648
O 4.47060 -0.28743 -2.06450 -1.2227 -0.7837 -1.0202
O 1.50194 0.27808 -2.19994 1.6334 -0.3552 -1.8961
H 2.12189 -1.48574 -2.96270 1.5280 -0.2549 0.3942
H 1.85795 -0.22626 -4.18061 0.1426 0.8840 0.0028
H 3.92189 1.11769 -3.39729 -1.9247 0.7078 0.8917
H 4.19387 -0.32413 -4.11241 -0.0602 -1.7190 0.4974
H 4.11464 0.19142 -1.29050 0.6922 0.4309 0.2973
H 1.83943 0.02959 -1.30095 -0.4721 -0.4304 0.6425
C -5.93004 -0.08771 -0.31027 0.8163 0.7786 0.4709
C -4.68079 0.51050 -0.91280 -1.2300 -0.7452 0.8857
O -3.75225 0.73539 0.11410 0.1322 0.2126 0.0107
O -6.26313 0.48785 0.93721 0.1888 -0.6640 -0.3832
H -5.83253 -1.17704 -0.12709 -0.3212 -0.2309 -0.6544
H -6.77279 0.13559 -1.00787 -0.3187 -0.5373 0.0277
H -5.04148 1.43253 -1.42502 0.6606 0.3090 -0.1971
H -4.30945 -0.17181 -1.69145 0.1115 0.1292 -0.1366
H -2.88218 0.92458 -0.26287 -0.1332 0.4012 -0.2793
H -6.95997 -0.12545 1.26008 -0.2912 0.5885 0.4505
C 3.32850 -0.08495 1.24399 1.8135 1.0154 1.0729
C 2.91970 0.23811 2.73761 -1.6091 -1.8746 0.6897
O 2.40449 -0.93165 3.43824 0.4895 0.1430 -0.9183
O 2.38313 -0.54229 0.31962 -0.7447 -0.7873 -0.0064
H 4.19012 -0.74872 1.40533 -0.2546 -0.4507 -0.4997
H 3.73304 0.84326 0.83026 -0.1104 0.1911 0.2595
H 2.01627 0.85269 2.76228 0.5745 0.8552 -0.2115
H 3.78194 0.51750 3.34066 0.0720 0.9723 -0.6324
H 3.14273 -1.31545 3.94176 -0.2405 -0.2027 0.0966
H 2.16756 -1.47109 0.51649 0.0456 0.1778 -0.0508
```
Forces are in eV/Å.

Output
- Total charge: +5
- HOMO: -0.8915 Eh
- Lowest unoccupied orbital energy: -0.7928 Ha

***

3.
Entry from the OMol25 dataset: the molecule C6H12O (ωB97M-V/def2-TZVPD).

```
19
Properties=species:S:1:pos:R:3:forces:R:3
C 2.91937 0.21593 0.07016 0.0759 0.0651 0.0073
C 1.59075 -0.53064 0.03757 0.0842 -0.2157 -0.0774
C 0.39985 0.39561 0.39933 -0.0893 0.0639 0.0789
C -0.66975 -0.60583 0.55204 0.1713 0.1378 -0.1979
C -1.41421 -0.84939 -0.75329 0.1859 -0.0921 -0.0862
O -2.78114 -0.60921 -0.48369 -0.0133 -0.0770 0.0169
C -2.83490 0.56656 0.29547 -0.1465 0.2452 0.1329
H 2.92504 1.04928 -0.64026 0.0005 -0.1133 0.0941
H 3.11279 0.61964 1.06959 -0.0193 -0.0562 -0.1446
H 3.73927 -0.46100 -0.18819 -0.0739 0.1139 0.0269
H 1.61319 -1.36569 0.74667 0.0509 0.0769 -0.1124
H 1.42469 -0.95788 -0.95906 0.0473 0.0442 0.1305
H 0.26794 1.14016 -0.40653 -0.0022 -0.1764 0.1032
H 0.62892 0.91273 1.33897 0.0189 -0.1521 -0.1039
H -2.17688 0.43505 1.17783 -0.1578 0.1610 -0.0212
H -1.29978 -1.90226 -1.04334 0.0196 0.1501 0.0405
H -1.08939 -0.21367 -1.60698 -0.0470 -0.0148 0.1848
H -2.50664 1.45334 -0.27318 -0.1136 -0.1592 0.0635
H -3.84912 0.70727 0.66688 0.0085 -0.0012 -0.1358
```
Forces are in eV/Å.

Output
- HOMO: -0.3049 Eh
- Lowest unoccupied orbital energy: 0.0015 Ha

***

4.
Entry from the OMol25 dataset: a structure of composition C2H3O3Pd at a distorted geometry (ωB97M-V/def2-TZVPD).

```
9
Properties=species:S:1:pos:R:3:forces:R:3
O -1.13136 -1.31728 0.16433 1.2676 -8.0524 6.5327
Pd -1.58003 0.03939 -0.82771 -5.3780 7.3470 -6.9129
O -0.03259 0.48321 0.42423 0.6204 0.8405 2.9902
C 0.03697 -0.82199 -0.01050 0.5459 0.3505 -2.9245
O 0.62128 -0.99544 -1.08043 1.9016 -0.8582 0.5018
C 1.06113 1.39882 0.43178 1.1071 0.7128 -0.8830
H 1.95274 0.83192 0.71556 -0.1899 0.4619 0.5250
H 1.28195 1.79301 -0.56599 -0.2954 -0.2561 -0.0746
H 0.73684 2.24564 1.04493 0.4207 -0.5460 0.2453
```
Forces are in eV/Å.

Output
- Total charge: +1
- HOMO (spin up / spin down): -0.5755 / -0.5915 Eh
- <S²>: 2.011
- Spin multiplicity: 3
- Lowest unoccupied orbital energy (spin up / spin down): -0.2369 / -0.3247 Ha

***

5.
Entry from the OMol25 dataset: a structure of composition C6H10O4 at a distorted geometry (ωB97M-V/def2-TZVPD).

```
20
Properties=species:S:1:pos:R:3:forces:R:3
C -1.34273 -1.09229 -0.58911 -4.0712 2.6136 -2.9775
C -0.10252 -1.77553 -0.80634 0.8400 0.4074 -2.5450
C 0.50631 0.54593 -0.84192 1.6761 -9.4308 9.6606
C 1.35089 1.11987 0.29277 1.4425 1.2283 -2.6616
C 0.63909 0.66114 1.48615 1.0216 -4.8675 2.7369
C -0.80307 0.37198 -0.21869 -7.3460 1.1196 -0.4847
H -1.78022 -1.31408 1.36646 -2.5410 -1.4961 -4.6060
H -1.90721 -1.03477 -1.69592 1.2563 0.1484 2.8684
H 0.16760 -2.44100 -0.10517 1.4752 -1.5267 3.7064
H -0.29379 -2.51003 -1.56181 0.5013 0.0275 -1.5684
H 0.29127 1.15235 -1.45127 -1.1637 8.0008 -10.1069
H 2.41376 0.73455 0.13201 -1.2475 0.8111 0.7147
H 1.64979 3.06263 -0.21901 8.9183 7.8831 -5.7920
H 1.34645 -0.41306 1.89702 -2.5001 2.3552 -1.6196
H 0.69851 1.12345 2.44056 -0.1524 1.3709 0.2475
H -1.79529 1.36609 -0.54759 3.1579 -2.9900 0.6114
O -2.31394 -1.67150 0.27882 3.8739 2.3273 4.3927
O 0.90117 -0.79700 -1.13580 0.5421 -0.4875 -1.0057
O 1.15452 2.52091 0.12589 -8.9187 -8.0317 6.7909
O -0.78060 0.39034 1.15295 3.2354 0.5370 1.6378
```
Forces are in eV/Å.

Output
- HOMO: -0.3513 Eh
- Lowest unoccupied orbital energy: 0.0209 Ha

***

6.
Entry from the OMol25 dataset: the molecule C5H7NOS2 at a distorted geometry (ωB97M-V/def2-TZVPD).

```
16
Properties=species:S:1:pos:R:3:forces:R:3
C 3.68349 0.32839 0.22819 0.1683 -0.1633 0.9593
C -0.72305 0.22661 -0.69604 -2.2088 3.1391 -1.2710
C -0.17737 1.49251 0.05946 2.1156 0.5033 -2.1578
C 0.02127 -0.99904 -0.33528 1.0765 0.1545 1.7808
C 2.35270 0.45181 0.05547 -3.1757 1.0273 -1.7673
N 4.64016 -0.13167 0.66182 2.5535 -0.5963 0.2449
O 2.20160 -2.06876 0.17026 2.6482 -0.5283 1.3263
S 1.54575 1.91641 -0.55713 -0.2373 -0.7893 0.1854
S 1.76359 -0.94394 -0.87036 0.1377 0.7217 0.6317
H -1.87002 0.29260 -0.50689 1.8553 -1.0572 -0.0773
H -0.66161 0.45847 -1.83223 0.0770 -0.3747 1.7704
H -0.56106 2.44564 -0.31967 -1.1017 -0.4361 0.5098
H -0.00351 1.47784 1.12188 -0.7337 -0.3692 0.4204
H 0.19949 -1.01891 0.78601 -0.5020 -0.3981 -1.2374
H -0.28723 -1.94950 -0.74836 -0.5286 -0.1376 0.0710
H 3.07155 -1.74088 0.67339 -2.1443 -0.6957 -1.3895
```
Forces are in eV/Å.

Output
- HOMO: -0.2785 Eh
- Lowest unoccupied orbital energy: 0.0087 Ha

***

DFT total energy: -6783.84720; -30174.22556; -8459.50262; -11730.33108; -14566.15216; -30502.75506 (eV)
Energy above the lowest of the compared OMol25 structures with the same formula, charge and spin: 107.6; 16.0; 111.9; 0.0; 188.2; 73.3 (kcal per mole)